Computed, not measured: an isolated molecule of C5H9NO at a distorted geometry, with ωB97M-V/def2-TZVPD.

## Properties
energy relative to the best compared isomer or geometry (same formula, charge and spin) = 224.7 kJ/mol
HOMO = -10.199 eV
M = 99.1 u
HOMO-LUMO gap = 10.998 eV

The geometry in ORCA input format:
```
! wB97M-V def2-TZVPD RIJCOSX def2/J DEFGRID3
* xyz 0 1
C 2.2500 0.4089 -0.2296
O 0.9935 0.5939 0.3078
C 0.3349 -0.5291 0.7826
C -1.1423 -0.0990 0.5433
C -1.2222 0.7851 -0.7552
C -2.0394 -1.2912 0.2960
N -2.7443 -2.1653 -0.0053
H 2.4793 1.3381 -0.7671
H 2.2566 -0.4374 -0.9390
H 2.9443 0.2376 0.6002
H 0.6450 -0.7179 1.8337
H 0.5420 -1.4483 0.2026
H -1.5277 0.3365 1.4895
H -2.0729 1.4613 -0.6821
H -0.3748 1.4283 -1.0717
H -1.3220 0.0986 -1.6057
*
```



Computed, not measured: an isolated molecule of C5H10O2, with ωB97M-V/def2-TZVPD.

## Properties
energy relative to the best compared isomer or geometry (same formula, charge and spin) = 291.8 kJ/mol
HOMO = -9.695 eV
M = 102.1 u
HOMO-LUMO gap = 10.625 eV

The geometry in ORCA input format:
```
! wB97M-V def2-TZVPD RIJCOSX def2/J DEFGRID3
* xyz 0 1
C 2.1496 0.7797 -0.1309
O 1.0166 0.0025 -0.4841
C 0.3098 -0.9423 0.3190
C -0.5580 -0.6423 1.5290
C -1.1897 -0.8567 0.1733
C -1.6356 0.4419 -0.5231
O -1.0535 0.6109 -1.7876
H 3.0219 0.4713 -0.7257
H 2.3808 0.7024 0.9307
H 1.9538 1.8345 -0.3803
H 0.8042 -1.9127 0.3012
H -0.6292 -1.3978 2.3152
H -0.6346 0.3708 1.9117
H -1.7811 -1.7542 -0.0327
H -2.7253 0.4797 -0.6407
H -1.3523 1.2705 0.1478
H -0.0956 0.5547 -1.5798
*
```



Computed, not measured: a cluster of 2 separate species, C4H13NO2 in total at a distorted geometry, with ωB97M-V/def2-TZVPD.

## Properties
energy relative to the best compared isomer or geometry (same formula, charge and spin) = 115.5 kJ/mol
HOMO = -9.192 eV
M = 107.2 u
HOMO-LUMO gap = 10.062 eV

The geometry in ORCA input format:
```
! wB97M-V def2-TZVPD RIJCOSX def2/J DEFGRID3
* xyz 0 1
C -0.4643 -0.0600 -1.7895
C -0.9403 -1.0567 -0.7323
C -1.6060 -0.3675 0.4788
N 0.1105 -1.9561 -0.1467
C 1.4433 -1.4444 -0.0006
O 2.2009 -1.2787 -1.2208
H 0.1554 0.7797 -1.4565
H 0.1862 -0.4835 -2.5557
H -1.3430 0.3534 -2.2873
H -1.6674 -1.6905 -1.2429
H -2.4351 -1.0280 0.7348
H -0.8090 -0.2133 1.1928
H -2.1552 0.5276 0.1704
H 0.1034 -2.8002 -0.6944
H 1.3668 -0.4095 0.3243
H 2.0633 -2.0870 0.6253
H 2.1729 -2.0425 -1.7792
O -0.5054 4.9352 2.9389
H -1.3074 5.3885 3.2551
H -0.2535 5.0886 2.0487
*
```



Computed, not measured: a structure of composition C37H47N5OTb at a distorted geometry, with ωB97M-V/def2-TZVPD.

## Properties
energy relative to the best compared isomer or geometry (same formula, charge and spin) = 137.6 kJ/mol
HOMO (alpha / beta) = -9.762 / -9.766 eV
M = 736.7 u
HOMO-LUMO gap (alpha / beta) = 6.320 / 6.349 eV
expectation value of S² = 12.691

The geometry in ORCA input format:
```
! wB97M-V def2-TZVPD RIJCOSX def2/J DEFGRID3
* xyz 1 7
Tb -0.1169 -0.7559 -0.2032
C 1.9786 -3.3200 -1.1949
C 2.2180 -2.5216 0.0980
C 2.5223 -3.4770 1.2577
C 3.3012 -1.4811 -0.1615
C 4.5911 -1.8252 0.2015
C 5.6486 -0.9723 -0.0335
C 5.3939 0.1991 -0.7084
C 4.1296 0.5787 -1.1518
C 4.1944 1.8383 -2.0115
C 4.0659 3.1168 -1.1649
C 3.3208 1.8146 -3.2777
C 3.0122 -0.2475 -0.8337
N 1.6766 -0.0414 -1.1938
C 1.1667 1.2765 -1.3623
C -0.9943 1.4260 -1.4525
N -1.6073 0.1504 -1.3810
C -2.9125 -0.0952 -0.9883
C -3.3844 -1.4058 -1.3139
C -4.7118 -1.7445 -1.1096
C -5.6168 -0.8239 -0.6159
C -5.1594 0.4248 -0.2424
C -3.8285 0.8008 -0.3658
C -3.4242 2.1456 0.2154
C -4.0498 2.3906 1.5944
C -3.8023 3.3065 -0.7150
C -2.4979 -2.5271 -1.8524
C -1.4266 -2.1622 -2.8918
C -1.8675 -3.3028 -0.6789
H 1.1873 -4.0610 -1.0660
H 2.8933 -3.8516 -1.4538
H 1.7420 -2.6491 -2.0273
H 1.2704 -2.0024 0.3938
H 3.2861 -4.1963 0.9750
H 1.6264 -4.0375 1.5284
H 2.8654 -2.9279 2.1332
H 4.7889 -2.7698 0.6773
H 6.6496 -1.2342 0.2669
H 6.2300 0.8411 -0.9453
H 5.2270 1.8613 -2.3741
H 3.1458 3.1794 -0.5874
H 4.1226 3.9924 -1.8058
H 4.8879 3.1608 -0.4541
H 2.7266 0.9069 -3.3297
H 3.9547 1.8394 -4.1597
H 2.6580 2.6736 -3.3314
H 1.9315 2.0411 -1.2980
H -1.6768 2.2736 -1.5274
H -5.0536 -2.7378 -1.3691
H -6.6603 -1.0770 -0.5171
H -5.8653 1.1306 0.1653
H -2.3428 2.1388 0.3908
H -5.1084 2.6197 1.5275
H -3.5634 3.2442 2.0610
H -3.9240 1.5233 2.2399
H -4.8820 3.4281 -0.7354
H -3.4781 3.1382 -1.7401
H -3.3604 4.2343 -0.3582
H -3.1787 -3.2235 -2.3550
H -0.4887 -1.7869 -2.4315
H -1.8053 -1.3987 -3.5668
H -1.1980 -3.0481 -3.4834
H -1.2989 -2.6164 -0.0056
H -1.2109 -4.0907 -1.0545
H -2.6479 -3.7765 -0.0831
N -1.2396 -1.6256 7.1834
C -0.1356 -1.7056 6.4134
O 0.9394 -2.0889 6.8105
C -0.3195 -1.3367 4.9653
C 0.7724 -0.8018 4.2804
C 0.6848 -0.5942 2.9200
N -0.4175 -0.8867 2.2018
C -1.4762 -1.3654 2.8736
C -1.4781 -1.5961 4.2362
H -1.1430 -1.8480 8.1611
H -2.0900 -1.1786 6.8926
H 1.6731 -0.5686 4.8262
H 1.5315 -0.1803 2.3723
H -2.3687 -1.5620 2.2864
H -2.3588 -2.0074 4.7053
C 0.2246 3.9855 -2.2063
C 0.2411 4.0004 -0.7511
C 0.1658 2.9561 0.0853
N 0.0451 1.5933 -0.3180
C 0.1447 1.5121 -2.5021
C 0.2142 2.9160 -3.0118
H 0.2403 4.9669 -2.6589
H 0.3305 4.9839 -0.3114
H 0.2306 3.1114 1.1560
H 0.1183 0.7558 -3.2903
H 0.1982 3.0557 -4.0816
*
```



Q: Among the records above, which one has the lowest M?
A: C5H9NO



Q: Which of these has the highest M?
A: C37H47N5OTb



Q: Which of these has the highest energy relative to the best compared isomer or geometry (same formula, charge and spin)?
A: C5H10O2



Q: Which of these has the highest M?
A: C37H47N5OTb